No. 1
{"formula": "C40H89FN8O2P3", "method": "wB97M-V/def2-TZVPD", "total_charge": 1, "elements": ["C", "C", "C", "C", "C", "C", "C", "C", "C", "C", "C", "C", "C", "C", "C", "C", "N", "C", "C", "P", "C", "C", "C", "C", "F", "C", "C", "C", "C", "C", "C", "N", "H", "H", "H", "H", "H", "H", "H", "H", "H", "H", "H", "H", "H", "H", "H", "H", "H", "H", "H", "H", "H", "H", "H", "H", "H", "H", "H", "H", "H", "H", "H", "H", "H", "H", "H", "H", "H", "H", "H", "H", "H", "H", "H", "H", "H", "H", "H", "H", "H", "H", "H", "H", "H", "O", "P", "N", "C", "C", "N", "C", "C", "N", "C", "C", "H", "H", "H", "H", "H", "H", "H", "H", "H", "H", "H", "H", "H", "H", "H", "H", "H", "H", "O", "P", "N", "C", "C", "N", "C", "C", "N", "C", "C", "H", "H", "H", "H", "H", "H", "H", "H", "H", "H", "H", "H", "H", "H", "H", "H", "H", "H"], "coordinates": [[-8.22773, -5.97857, -2.67486], [-8.51083, -4.79202, -3.60218], [-7.24345, -4.42460, -4.41561], [-7.61049, -3.87493, -5.81459], [-6.81709, -2.58282, -6.10214], [-7.52314, -1.36157, -5.50350], [-6.56995, -0.13873, -5.46098], [-6.49806, 0.49581, -4.05857], [-5.23355, 1.32445, -3.86952], [-3.94999, 0.49311, -3.71318], [-2.76480, 1.39179, -3.39589], [-1.46036, 0.63883, -3.11831], [-0.58379, 1.46870, -2.17252], [0.77819, 0.80104, -1.91476], [1.33808, 1.15096, -0.55401], [1.07620, 2.38470, -0.02622], [1.50550, 2.76516, 1.18730], [1.15435, 4.12655, 1.63820], [2.23270, 1.94731, 1.98378], [2.73592, 2.58300, 3.63882], [1.13266, 2.70364, 4.55203], [3.65776, 1.28910, 4.55467], [3.88519, 1.81268, 5.99468], [2.53136, 0.71150, 1.45119], [3.26199, -0.12251, 2.19404], [2.12154, 0.26910, 0.20370], [2.52078, -1.09943, -0.28748], [1.73307, -2.26068, 0.34088], [2.30559, -2.88690, 1.62714], [3.81985, -3.15121, 1.64819], [4.43703, -3.69835, 0.34846], [5.65087, -2.95046, -0.04180], [-9.10350, -6.27197, -2.09802], [-7.41771, -5.70684, -1.99302], [-7.87341, -6.82503, -3.26474], [-8.82869, -3.92165, -3.02831], [-9.27002, -5.11276, -4.31701], [-6.69541, -3.66568, -3.85398], [-6.65807, -5.33861, -4.51905], [-8.67355, -3.63690, -5.83811], [-7.33124, -4.59518, -6.58334], [-6.67827, -2.40880, -7.17193], [-5.82975, -2.67044, -5.64094], [-8.42133, -1.12428, -6.07316], [-7.79315, -1.58543, -4.46796], [-6.89296, 0.62906, -6.16400], [-5.56345, -0.46656, -5.72552], [-6.64446, -0.23468, -3.26021], [-7.34143, 1.19215, -3.99749], [-5.08749, 1.99763, -4.72156], [-5.29797, 1.97005, -2.98794], [-4.13261, -0.21630, -2.89817], [-3.77694, -0.10626, -4.61052], [-2.63010, 2.15619, -4.16433], [-3.00722, 1.93095, -2.47133], [-0.91325, 0.43265, -4.04105], [-1.66307, -0.30581, -2.60357], [-1.15167, 1.60631, -1.24970], [-0.40127, 2.42807, -2.66412], [1.48952, 1.15956, -2.66367], [0.69099, -0.27912, -2.01086], [0.50166, 3.10806, -0.58376], [2.06665, 4.60865, 1.98790], [0.82379, 4.68879, 0.77076], [0.39980, 4.09386, 2.41593], [0.84147, 3.74268, 4.68351], [1.25576, 2.24410, 5.53164], [0.33280, 2.15878, 4.04860], [3.12583, 0.33802, 4.55690], [4.59870, 1.10613, 4.03949], [3.43150, 1.17005, 6.74259], [3.48866, 2.82744, 6.07180], [4.95785, 1.90146, 6.15148], [2.30794, -1.11234, -1.35440], [3.60241, -1.20433, -0.19966], [1.64537, -3.06355, -0.39191], [0.70683, -1.95566, 0.56221], [1.78235, -3.83056, 1.78784], [2.04618, -2.23641, 2.46469], [3.98150, -3.90961, 2.41666], [4.37682, -2.28164, 1.99970], [3.72218, -3.77143, -0.47419], [4.77558, -4.71744, 0.54453], [5.64383, -2.02234, 0.36497], [5.67425, -2.79700, -1.04269], [1.10257, 1.72744, -5.96506], [1.85998, 1.11315, -7.09452], [3.40006, 1.84080, -6.94313], [4.34671, 2.04198, -8.01975], [4.06095, 1.66674, -5.65813], [0.97292, 1.73553, -8.44870], [1.47859, 2.86082, -9.21978], [-0.44356, 1.93821, -8.15154], [2.27936, -0.29732, -7.88796], [2.98761, -1.31024, -7.10706], [2.16333, -0.59715, -9.30653], [4.85904, 1.12171, -8.33940], [5.11596, 2.74146, -7.68861], [3.89083, 2.49925, -8.88944], [4.53359, 0.67921, -5.55687], [3.34243, 1.78392, -4.84598], [4.83266, 2.42611, -5.51876], [1.75587, 3.72120, -8.59684], [0.71670, 3.18334, -9.93067], [2.33096, 2.57212, -9.83480], [-0.62999, 2.87428, -7.61251], [-0.84140, 1.12139, -7.55123], [-1.00523, 1.96581, -9.08791], [4.06884, -1.27519, -7.28156], [2.63076, -2.31260, -7.34767], [2.81538, -1.16430, -6.03840], [2.94785, -0.10085, -9.88471], [1.19524, -0.31830, -9.70758], [2.26616, -1.67307, -9.45996], [-0.15660, 1.99847, 9.87903], [0.88142, 1.01311, 10.28617], [0.27196, 0.39739, 11.75216], [1.06511, -0.16702, 12.82267], [-1.06473, -0.18321, 11.68896], [2.24649, 2.06475, 10.52324], [2.66532, 2.46177, 11.85935], [2.21073, 3.23417, 9.65336], [1.84547, -0.27505, 9.80243], [1.15472, -1.47554, 9.33456], [3.28601, -0.41569, 9.92924], [1.44963, -1.17628, 12.60778], [0.44744, -0.24127, 13.71870], [1.90117, 0.46646, 13.09575], [-1.06014, -1.20251, 11.27870], [-1.71517, 0.43089, 11.06716], [-1.51125, -0.22043, 12.68353], [1.84407, 2.86284, 12.46660], [3.44138, 3.22513, 11.78433], [3.13582, 1.63475, 12.39157], [1.55302, 4.02363, 10.03406], [1.86852, 2.96778, 8.65342], [3.21533, 3.65579, 9.55624], [1.08908, -2.23905, 10.11740], [1.66163, -1.91007, 8.47063], [0.13825, -1.23652, 9.01565], [3.57754, -0.65319, 10.95636], [3.81603, 0.47512, 9.60804], [3.62997, -1.23234, 9.29004]], "lowdin_charge": [-0.124, -0.266, -0.216, -0.200, -0.226, -0.202, -0.198, -0.215, -0.226, -0.221, -0.218, -0.204, -0.211, -0.115, -0.104, 0.023, -0.079, -0.003, -0.246, 1.011, -0.248, -0.419, -0.146, -0.182, 0.085, -0.046, -0.105, -0.172, -0.197, -0.193, -0.269, -0.008, 0.066, 0.070, 0.070, 0.103, 0.100, 0.102, 0.103, 0.102, 0.105, 0.111, 0.103, 0.113, 0.097, 0.112, 0.088, 0.107, 0.112, 0.117, 0.109, 0.117, 0.108, 0.123, 0.108, 0.112, 0.116, 0.115, 0.124, 0.134, 0.111, 0.142, 0.087, 0.103, 0.091, 0.040, 0.040, 0.051, 0.074, 0.074, 0.068, 0.048, 0.077, 0.108, 0.111, 0.107, 0.120, 0.114, 0.097, 0.108, 0.091, 0.099, 0.103, 0.044, 0.062, -0.306, 0.630, -0.300, -0.116, -0.137, -0.323, -0.131, -0.144, -0.314, -0.118, -0.096, 0.084, 0.086, 0.045, 0.072, 0.058, 0.081, 0.092, 0.084, 0.058, 0.081, 0.071, 0.082, 0.083, 0.082, 0.072, 0.082, 0.078, 0.082, -0.289, 0.625, -0.302, -0.118, -0.128, -0.322, -0.130, -0.152, -0.316, -0.121, -0.108, 0.083, 0.087, 0.045, 0.072, 0.073, 0.082, 0.094, 0.082, 0.058, 0.084, 0.058, 0.080, 0.083, 0.076, 0.077, 0.081, 0.071, 0.079]}


No. 2
{"formula": "C40H90F12KN2O26S4", "method": "wB97M-V/def2-TZVPD", "de_lowest_kcal_mol": 0.0, "total_charge": -1, "elements": ["K", "C", "F", "F", "F", "S", "O", "O", "N", "S", "O", "O", "C", "F", "F", "F", "C", "F", "F", "F", "S", "O", "O", "N", "S", "O", "O", "C", "F", "F", "F", "C", "O", "C", "C", "O", "C", "H", "H", "H", "H", "H", "H", "H", "H", "H", "H", "C", "O", "C", "C", "O", "C", "H", "H", "H", "H", "H", "H", "H", "H", "H", "H", "C", "O", "C", "C", "O", "C", "H", "H", "H", "H", "H", "H", "H", "H", "H", "H", "C", "O", "C", "C", "O", "C", "H", "H", "H", "H", "H", "H", "H", "H", "H", "H", "C", "O", "C", "C", "O", "C", "H", "H", "H", "H", "H", "H", "H", "H", "H", "H", "C", "O", "C", "C", "O", "C", "H", "H", "H", "H", "H", "H", "H", "H", "H", "H", "C", "O", "C", "C", "O", "C", "H", "H", "H", "H", "H", "H", "H", "H", "H", "H", "C", "O", "C", "C", "O", "C", "H", "H", "H", "H", "H", "H", "H", "H", "H", "H", "C", "O", "C", "C", "O", "C", "H", "H", "H", "H", "H", "H", "H", "H", "H", "H"], "coordinates": [[20.47702, 19.52303, -21.16662], [16.60147, 18.69218, -19.37763], [16.84877, 18.89287, -20.66664], [16.60346, 19.84660, -18.72647], [15.40726, 18.14141, -19.23504], [17.81263, 17.53037, -18.62998], [17.48321, 17.47727, -17.25172], [17.77336, 16.35437, -19.42935], [19.15648, 18.42303, -18.88949], [20.34671, 17.98864, -17.91373], [20.11654, 16.84295, -17.08158], [21.56476, 17.89606, -18.69206], [20.53668, 19.44160, -16.78833], [21.16611, 20.44043, -17.41963], [19.36693, 19.88244, -16.36717], [21.31821, 19.07961, -15.77062], [10.85469, 17.72875, -19.81035], [10.45057, 16.97359, -20.82890], [10.20799, 17.34832, -18.70283], [12.15571, 17.51333, -19.60136], [10.49844, 19.52191, -20.12231], [9.19652, 19.58891, -20.70137], [10.72166, 20.12477, -18.86530], [11.66175, 19.76643, -21.23065], [12.20724, 21.25179, -21.16918], [11.35989, 22.22914, -21.78138], [12.83688, 21.62320, -19.93523], [13.63807, 21.16512, -22.34368], [14.71909, 20.66443, -21.73979], [13.34139, 20.40335, -23.41150], [13.93268, 22.37478, -22.82543], [15.31850, 16.80563, -23.26235], [14.06833, 16.42869, -23.76565], [13.63119, 15.23479, -23.15689], [12.38626, 14.71384, -23.82245], [11.43768, 15.74680, -23.95026], [10.24240, 15.28617, -24.50878], [15.27195, 17.10930, -22.20800], [15.68362, 17.67619, -23.81173], [16.07916, 16.01910, -23.38475], [13.43557, 15.39409, -22.08898], [14.42648, 14.49576, -23.30650], [11.95882, 13.96490, -23.13723], [12.62503, 14.26268, -24.79505], [10.42210, 14.89136, -25.52302], [9.55160, 16.12283, -24.56786], [9.77223, 14.45745, -23.95866], [15.50103, 20.64594, -15.55003], [14.16950, 20.86093, -15.91254], [13.25866, 20.45562, -14.91718], [11.88370, 20.87560, -15.34424], [11.75121, 22.27697, -15.41611], [11.38143, 22.86659, -14.19549], [16.11301, 20.79316, -16.43926], [15.72950, 19.60262, -15.27117], [15.78320, 21.30834, -14.72127], [13.51969, 20.92326, -13.95346], [13.34770, 19.36228, -14.84337], [11.05352, 20.40941, -14.80018], [11.74696, 20.49470, -16.36469], [11.93406, 22.44772, -13.34262], [10.31032, 22.76655, -13.97963], [11.64388, 23.92237, -14.25588], [19.48589, 14.07596, -26.79361], [19.63431, 13.85622, -25.41383], [19.80032, 15.06447, -24.72484], [20.14928, 14.82966, -23.28441], [19.20177, 14.00604, -22.64967], [19.32219, 14.08098, -21.24102], [20.38078, 14.56162, -27.20297], [18.60730, 14.68291, -27.04973], [19.33413, 13.10638, -27.26546], [18.87576, 15.65445, -24.80287], [20.64457, 15.63221, -25.15089], [20.23730, 15.78531, -22.74823], [21.12151, 14.31037, -23.25332], [19.18177, 15.12139, -20.93211], [20.27786, 13.71220, -20.85276], [18.49932, 13.49109, -20.84895], [27.12984, 19.05857, -13.52653], [26.32705, 18.45862, -14.50427], [26.76118, 17.14046, -14.84786], [25.57948, 16.44184, -15.46673], [25.34819, 16.87560, -16.80800], [24.02295, 16.61029, -17.21449], [26.87034, 20.11668, -13.46803], [28.20530, 19.03656, -13.75786], [26.96169, 18.59636, -12.54596], [27.05240, 16.55629, -13.96926], [27.54276, 17.30242, -15.59684], [24.70600, 16.60584, -14.82815], [25.71092, 15.35819, -15.59996], [24.07581, 16.69648, -18.30066], [23.30774, 17.37678, -16.90473], [23.65518, 15.62701, -16.90562], [14.90170, 9.03661, -21.60009], [14.84385, 10.10046, -22.50206], [13.92006, 11.11592, -22.11157], [14.28896, 11.87548, -20.86594], [15.32119, 12.77455, -21.16014], [15.81556, 13.38505, -19.99813], [15.32489, 9.29311, -20.62409], [15.61150, 8.29468, -21.98364], [13.94392, 8.50464, -21.53182], [12.94005, 10.62967, -22.02439], [13.89204, 11.82846, -22.93672], [14.59243, 11.18227, -20.06846], [13.38606, 12.37884, -20.48431], [16.22684, 12.65593, -19.28625], [15.01257, 13.89534, -19.44086], [16.55331, 14.15326, -20.20884], [24.58741, 20.11774, -17.59381], [25.35389, 21.22642, -17.19298], [26.69041, 21.15825, -17.60497], [27.32951, 22.52762, -17.45843], [27.57080, 22.92417, -16.13380], [28.67533, 22.26596, -15.55578], [23.85188, 19.86999, -16.83077], [25.19003, 19.22187, -17.76972], [24.06673, 20.34148, -18.53688], [26.80603, 20.79254, -18.63119], [27.26279, 20.51062, -16.92120], [26.65023, 23.26777, -17.89305], [28.25207, 22.59966, -18.05278], [29.48508, 22.15368, -16.28280], [28.40617, 21.27592, -15.16574], [28.99870, 22.82500, -14.67844], [21.39718, 14.94673, -14.30266], [22.43909, 15.79588, -13.77139], [22.96517, 15.36986, -12.55711], [23.99048, 16.29567, -11.91334], [23.50808, 17.58197, -11.56715], [23.03953, 18.40739, -12.62745], [20.80776, 15.53096, -15.00168], [20.85725, 14.48549, -13.48263], [21.95961, 14.24493, -14.93165], [23.24916, 14.30758, -12.48634], [22.13887, 15.40028, -11.80672], [24.83946, 16.41047, -12.60828], [24.29679, 15.91465, -10.94221], [22.75041, 19.34449, -12.15821], [22.19810, 17.95360, -13.14716], [23.81848, 18.58357, -13.38100], [18.24615, 18.78817, -13.48739], [17.62358, 17.74016, -12.77391], [18.34259, 16.51704, -12.88512], [18.05292, 15.83288, -14.20155], [18.37198, 14.44989, -14.03423], [17.91530, 13.64866, -15.10182], [17.97997, 18.76592, -14.55196], [19.33150, 18.75149, -13.34452], [17.87719, 19.75484, -13.13882], [17.94180, 15.92854, -12.06025], [19.41462, 16.70987, -12.76619], [18.70544, 16.22912, -14.98922], [17.00714, 15.90936, -14.51476], [18.26444, 12.63925, -14.90343], [18.35597, 13.97008, -16.05788], [16.83115, 13.76003, -15.20944], [22.62954, 22.45696, -19.87944], [21.27928, 22.01463, -19.87177], [20.44419, 22.81159, -19.06875], [19.03686, 22.29669, -19.19580], [18.60488, 22.41647, -20.53178], [17.19532, 22.34366, -20.69086], [23.04806, 22.47626, -18.87122], [22.68512, 23.44387, -20.35160], [23.19775, 21.77627, -20.51350], [20.44636, 23.86482, -19.36866], [20.69653, 22.69256, -18.00909], [18.39859, 22.87187, -18.51199], [18.97969, 21.25836, -18.83259], [16.93637, 22.89322, -21.59804], [16.61872, 22.76455, -19.86616], [16.87551, 21.31667, -20.88037]], "lowdin_charge": [0.841, -0.697, 0.129, 0.147, 0.166, 0.585, -0.268, -0.264, -0.350, 0.555, -0.279, -0.328, -0.663, 0.121, 0.159, 0.140, -0.683, 0.129, 0.119, 0.120, 0.564, -0.280, -0.280, -0.288, 0.547, -0.293, -0.301, -0.665, 0.105, 0.112, 0.122, -0.116, -0.158, -0.214, -0.220, -0.165, -0.128, 0.084, 0.087, 0.084, 0.134, 0.117, 0.123, 0.128, 0.085, 0.090, 0.085, -0.122, -0.163, -0.217, -0.206, -0.160, -0.127, 0.073, 0.084, 0.090, 0.118, 0.132, 0.128, 0.125, 0.078, 0.084, 0.085, -0.119, -0.164, -0.235, -0.228, -0.163, -0.090, 0.085, 0.090, 0.088, 0.130, 0.125, 0.116, 0.133, 0.065, 0.094, 0.075, -0.131, -0.203, -0.187, -0.201, -0.195, -0.111, 0.087, 0.085, 0.089, 0.124, 0.132, 0.101, 0.134, 0.088, 0.065, 0.094, -0.138, -0.172, -0.186, -0.236, -0.168, -0.111, 0.080, 0.087, 0.090, 0.125, 0.122, 0.112, 0.134, 0.093, 0.097, 0.059, -0.096, -0.162, -0.217, -0.219, -0.166, -0.109, 0.084, 0.082, 0.076, 0.130, 0.121, 0.128, 0.120, 0.090, 0.065, 0.089, -0.045, -0.225, -0.241, -0.193, -0.184, -0.087, 0.066, 0.086, 0.094, 0.128, 0.130, 0.106, 0.128, 0.090, 0.066, 0.082, -0.108, -0.178, -0.184, -0.197, -0.223, -0.103, 0.068, 0.083, 0.088, 0.131, 0.116, 0.097, 0.135, 0.086, 0.090, 0.089, -0.086, -0.258, -0.213, -0.223, -0.180, -0.080, 0.091, 0.096, 0.087, 0.139, 0.126, 0.139, 0.104, 0.094, 0.105, 0.056]}


Number 1: energy -3289.697847 hartree. Number 2: energy -7034.585082 hartree.